C6H8DyLiO6 as an isolated structure in a non-equilibrium geometry. Source: the Open Molecules 2025 dataset; level of theory: the ωB97M-V functional and the def2-TZVPD basis.

Each line ends with the Mulliken charge.
Cartesian coordinates (Å):
Li (-1.497964, -0.351302, 2.247614)  0.4924
O (-0.102235, -0.793532, 0.954984)  -0.6343
O (-2.263945, -0.939821, 0.385572)  -0.4908
C (-3.149382, -0.179720, -0.416550)  -0.3087
C (-2.267471, 0.903638, -1.049016)  -0.4190
O (-0.946114, 0.553660, -0.691529)  -0.2031
C (-0.929672, -0.791872, -0.155441)  1.0655
H (-3.605176, -0.826231, -1.180132)  0.2735
H (-3.903605, 0.270495, 0.240885)  0.2548
H (-2.503892, 1.891484, -0.627836)  0.2032
H (-2.360801, 0.927072, -2.143078)  0.2197
Dy (0.413224, 1.721174, 1.249029)  0.5668
O (1.897601, 1.251513, -0.185353)  -0.3635
O (-0.485498, -1.687557, -1.003348)  -0.6492
C (0.926161, -2.191008, 0.195046)  -0.1443
C (2.210480, -1.385666, -0.003692)  -0.5134
O (2.363748, -0.656603, -1.220468)  -0.0991
C (2.288367, 0.718789, -1.253132)  -0.3837
H (1.469098, -3.087221, 0.565659)  0.1651
H (0.130808, -2.927603, 0.394161)  0.3555
H (3.055454, -2.089223, 0.032601)  0.4185
H (2.367425, -0.732543, 0.861915)  0.1941

Cartesian forces (eV/Å) of the 6 atoms listed first:
Li -0.08 -0.66 -0.44
O -0.31 1.35 1.95
O -0.19 0.26 0.24
C -0.43 -0.11 -0.16
C -0.12 0.27 -0.35
O -0.14 0.62 0.51

## Properties
E_LUMO (spin up / spin down) = -0.551 / -0.548 eV
net charge = 0
multiplicity = 6
E_tot = -42916.0405 eV
⟨S²⟩ = 9.442
frontier orbital gap (spin up / spin down) = 6.60 / 5.06 eV
strongest force on any atom = 4.23 eV/A
energy above the lowest of the compared OMol25 structures with the same formula, charge and spin = 142.3 kcal/mol



A single C6H6O molecule in a non-equilibrium geometry. Source: the Open Molecules 2025 dataset; level of theory: the ωB97M-V functional and the def2-TZVPD basis.

Each line ends with the Mulliken charge.
Cartesian coordinates (Å):
O (2.699603, 0.024508, 0.269008)  -0.5488
C (1.552355, 0.009089, 0.759125)  -0.1006
C (-0.137906, 1.151325, -0.149641)  -0.8388
C (-1.444136, 0.720924, -0.063407)  -0.3540
C (-1.454474, -0.723011, -0.076215)  -0.3193
C (-0.153870, -1.171085, -0.167224)  -0.8423
C (0.733965, -0.019917, -0.551905)  0.6063
H (1.307316, 0.007830, 1.838260)  0.3984
H (0.197084, 2.188951, -0.178168)  0.4142
H (-2.319808, 1.359060, 0.055052)  0.4190
H (-2.341362, -1.349489, 0.017864)  0.4202
H (0.162327, -2.213639, -0.201972)  0.4017
H (1.198905, 0.015451, -1.550772)  0.3439

Cartesian forces (eV/Å) of the 6 atoms listed first:
O 0.67 0.11 3.78
C 4.30 -0.16 -5.10
C -1.81 0.11 -2.41
C 0.99 0.62 0.41
C 0.98 -0.62 0.36
C -1.80 -0.16 -2.38

## Properties
E_LUMO = 0.797 eV
net charge = 0
E_tot = -8363.2884 eV
structure (SMILES) = O=CC1C=CC=C1
frontier orbital gap = 9.55 eV
strongest force on any atom = 6.67 eV/A
energy above the lowest of the compared OMol25 structures with the same formula, charge and spin = 74.2 kcal/mol



An isolated ion of composition C7H15N2 and charge +1 in a non-equilibrium geometry. Source: the Open Molecules 2025 dataset; level of theory: the ωB97M-V functional and the def2-TZVPD basis.

Each line ends with the Mulliken charge.
Cartesian coordinates (Å):
C (1.674922, 1.385209, 0.044914)  -0.2749
C (0.122234, -0.471431, 0.095808)  0.4347
C (-0.282988, -1.820245, 0.505077)  -1.3691
C (-1.355364, -0.503749, -1.960335)  -1.3539
C (-2.001564, 0.734476, 0.150519)  -1.2183
C (2.139765, -0.334326, 1.493618)  -0.7375
C (-0.846762, 0.261166, -0.796834)  0.4220
N (1.183748, 0.132058, 0.563072)  0.2805
N (0.918898, 2.348657, 0.053627)  -0.4174
H (2.704088, 1.431465, -0.176114)  0.5507
H (-0.445073, -2.142880, 1.556309)  0.3399
H (0.618648, -2.494361, 0.085558)  0.3240
H (-1.163635, -2.040905, -0.033006)  0.3050
H (-2.212025, -0.072239, -2.574538)  0.3565
H (-1.886071, -1.406400, -1.564963)  0.2797
H (-0.490377, -0.866615, -2.549458)  0.3390
H (-1.486109, 1.168055, 1.120426)  0.3030
H (-2.676359, -0.093478, 0.413394)  0.3174
H (-2.488478, 1.634814, -0.329245)  0.3716
H (1.613179, -0.401795, 2.541624)  0.3321
H (2.550039, -1.365491, 1.286880)  0.3768
H (3.058362, 0.380071, 1.388612)  0.3474
H (-0.538467, 1.306311, -1.005076)  0.4321
H (1.289387, 3.231633, -0.309870)  0.2585

Cartesian forces (eV/Å) of the 6 atoms listed first:
C -0.67 -1.58 0.72
C -7.44 -3.33 -2.94
C 2.96 -1.27 0.12
C -1.30 -1.62 -1.04
C 0.72 1.07 1.61
C 1.67 -0.80 0.91

## Properties
E_LUMO (spin up / spin down) = -3.304 / -9.036 eV
net charge = +1
multiplicity = 3
E_tot = -10469.0747 eV
⟨S²⟩ = 2.016
frontier orbital gap (spin up / spin down) = 7.48 / 5.35 eV
strongest force on any atom = 9.37 eV/A
energy above the lowest of the compared OMol25 structures with the same formula, charge and spin = 64.1 kcal/mol



C4H7ClO2 as an isolated structure in a non-equilibrium geometry. Source: the Open Molecules 2025 dataset; level of theory: the ωB97M-V functional and the def2-TZVPD basis.

Each line ends with the Mulliken charge.
Cartesian coordinates (Å):
C (0.124483, -0.216382, 1.040273)  -0.8466
C (-1.093118, -1.197640, 0.921958)  -0.2233
C (1.026636, -0.265494, -0.160509)  1.0531
C (0.949478, 0.446782, -1.415645)  -1.3412
O (-0.971199, -1.635565, -0.466529)  -0.2623
O (0.359653, -1.850151, -0.696306)  -0.3142
Cl (2.651313, -0.501629, 0.263815)  -0.1961
H (-0.332421, 0.772150, 1.271664)  0.2653
H (0.588716, -0.600128, 1.943861)  0.3194
H (-0.974600, -2.043405, 1.693248)  0.2112
H (-2.036775, -0.729385, 1.080683)  0.2960
H (0.015094, 0.430178, -1.911510)  0.3496
H (1.638831, 0.046356, -2.098242)  0.3808
H (1.259204, 1.560839, -1.458666)  0.3084

Cartesian forces (eV/Å) of the 6 atoms listed first:
C -1.82 0.78 1.30
C 2.13 -1.37 -0.89
C -1.97 -3.59 0.21
C 0.06 3.75 -1.09
O -1.83 0.19 1.20
O 2.22 1.97 0.93

## Properties
E_LUMO = 0.787 eV
net charge = 0
E_tot = -20874.5842 eV
frontier orbital gap = 10.00 eV
strongest force on any atom = 4.10 eV/A
energy above the lowest of the compared OMol25 structures with the same formula, charge and spin = 92.2 kcal/mol



A single C2H3ClFI molecule in a non-equilibrium geometry. Source: the Open Molecules 2025 dataset; level of theory: the ωB97M-V functional and the def2-TZVPD basis.

Each line ends with the Mulliken charge.
Cartesian coordinates (Å):
C (-0.040663, 0.112646, 0.735213)  -0.9207
C (0.173974, -0.210121, -0.697376)  0.1447
F (-1.100551, -0.505064, -1.239817)  -0.1964
Cl (0.760930, 1.509493, -1.563864)  -0.2380
I (-0.749183, -1.543948, 1.958125)  0.0685
H (0.834385, 0.593459, 1.184269)  0.4342
H (-0.968214, 0.746021, 0.761636)  0.3625
H (1.089322, -0.702486, -1.138186)  0.3453

Cartesian forces (eV/Å) of the 6 atoms listed first:
C -0.99 0.49 0.38
C -0.47 1.75 -2.21
F 2.66 -0.02 0.37
Cl -0.84 -1.36 0.95
I 0.52 0.19 -0.41
H -0.40 -0.27 0.01

## Properties
E_LUMO = -0.359 eV
net charge = 0
E_tot = -25462.4072 eV
structure (SMILES) = F[C@@H](Cl)CI
frontier orbital gap = 9.66 eV
strongest force on any atom = 2.85 eV/A
energy above the lowest of the compared OMol25 structures with the same formula, charge and spin = 4.8 kcal/mol



An isolated ion of composition C5H12N and charge +1 in a non-equilibrium geometry. Source: the Open Molecules 2025 dataset; level of theory: the ωB97M-V functional and the def2-TZVPD basis.

Each line ends with the Mulliken charge.
Cartesian coordinates (Å):
C (0.291092, -1.608396, 1.517309)  -0.6137
C (0.524801, -1.146967, 0.053031)  -0.4580
C (-0.347403, -0.070578, -0.359751)  -0.1652
C (-0.275774, 0.612755, -1.636662)  -0.2540
C (-0.352187, 2.156628, -1.380573)  -1.1638
N (0.042441, -0.556723, 2.520247)  -0.5372
H (-0.585003, -2.258081, 1.507471)  0.3398
H (1.146461, -2.215450, 1.803353)  0.3692
H (1.580651, -0.936331, -0.144111)  0.3927
H (0.242846, -1.993473, -0.603552)  0.3575
H (-1.397226, -0.173590, -0.069009)  0.4180
H (-1.101956, 0.287478, -2.272500)  0.3365
H (-0.465104, 2.669964, -2.328093)  0.3480
H (-1.176500, 2.406595, -0.710144)  0.3722
H (0.515869, 2.467088, -0.798910)  0.3739
H (0.678821, 0.355940, -2.097420)  0.3546
H (0.915408, -0.284864, 2.963346)  0.2948
H (-0.237238, 0.288005, 2.035965)  0.2348

Cartesian forces (eV/Å) of the 6 atoms listed first:
C -0.37 -0.21 0.03
C 0.97 1.07 2.06
C -2.00 -2.77 -3.05
C 1.78 0.62 0.71
C -0.25 -0.14 0.84
N 0.82 0.12 -0.82

## Properties
E_LUMO = -7.294 eV
net charge = +1
E_tot = -6860.1100 eV
frontier orbital gap = 6.56 eV
strongest force on any atom = 4.58 eV/A
energy above the lowest of the compared OMol25 structures with the same formula, charge and spin = 79.5 kcal/mol